Computed, not measured: a cluster of 2 separate species, C7H8I3N2O in total, with the ωB97M-V functional and the def2-TZVPD basis.

Summary:
orbital gap = 0.327 Eh
net charge = +1

Positions of all 21 atoms, in Å:
C -0.890 -0.705 -0.557
C -2.124 -0.533 1.552
C 0.291 -0.523 1.578
C -2.130 -0.613 0.206
C 0.220 -0.671 0.221
C -0.958 -0.460 2.327
C 2.375 0.567 -0.276
N 1.627 1.515 -0.721
N 1.595 -0.737 -0.399
O 3.408 0.595 0.278
I -3.896 -0.677 -0.983
I -0.397 1.291 -3.922
I -0.916 -0.140 4.361
H -0.945 -0.879 -1.661
H -3.088 -0.659 2.073
H 2.058 2.464 -0.842
H 0.643 1.658 -0.851
H -1.682 1.548 -3.062
H 2.070 -1.483 0.005
H 1.480 -0.967 -1.376
H 1.259 -0.591 2.050

Cartesian forces (eV/Å) of the 3 atoms listed first:
C -2.7141 -0.1158 0.1590
C -1.2140 -0.3505 2.3967
C -2.5101 -0.2213 2.1424

Löwdin atomic charge list, values in e, 5 entries: number 1, C, carries -0.1104; number 2, C, carries -0.2164; number 3, C, carries -0.0687; number 4, C, carries -0.6641; number 5, C, carries -0.2581

---

Computed, not measured: a structure of composition C7H8InN2O4S, with the ωB97M-V functional and the def2-TZVPD basis.

Summary:
orbital gap = 0.125 Eh
net charge = +3

Positions of all 23 atoms, in Å:
In -0.015 -0.003 0.238
O -0.039 3.515 -0.555
C 0.046 2.369 -0.590
C 0.052 -2.403 -0.562
O -0.028 -3.544 -0.546
C 2.562 0.000 -0.566
O 3.704 0.011 -0.674
C -2.237 -0.013 -0.877
O -3.380 -0.005 -0.762
C -0.001 0.672 -4.716
H -0.940 1.229 -4.750
H 0.937 1.233 -4.748
C 0.001 -0.670 -4.717
H 0.946 -1.232 -4.751
H -0.941 -1.237 -4.753
N 0.145 1.163 4.363
C -0.235 0.018 3.771
N 0.139 -1.153 4.314
S -1.335 0.056 2.421
H 0.512 1.168 5.318
H -0.190 2.040 3.982
H -0.211 -2.010 3.888
H 0.510 -1.206 5.272

Cartesian forces (eV/Å) of the 3 atoms listed first:
In -0.1481 -0.0237 -0.2021
O 0.3967 -4.7402 -0.4000
C -0.3552 4.4008 0.5570

Löwdin atomic charge list, values in e, 5 entries: number 1, In, carries 0.6876; number 2, O, carries 0.2365; number 3, C, carries 0.0764; number 4, C, carries 0.0745; number 5, O, carries 0.2395

---

Computed, not measured: the ion C7H8N with charge +1, with the ωB97M-V functional and the def2-TZVPD basis.

Summary:
orbital gap = 0.283 Eh
net charge = +1

Positions of all 16 atoms, in Å:
C 0.137 0.794 -0.142
C -1.018 -0.042 -0.094
C 2.481 0.489 0.014
C 0.629 -1.459 -0.238
C 1.244 -0.249 -0.503
C 1.248 0.520 0.952
C -2.292 0.539 0.206
N -0.660 -1.319 -0.154
H 0.161 1.883 -0.335
H 3.441 -0.123 0.287
H 2.606 1.385 -0.575
H 1.139 -2.412 -0.410
H -3.080 0.111 -0.315
H -2.211 1.677 0.089
H -2.495 0.322 1.262
H -1.330 -2.116 -0.042

Cartesian forces (eV/Å) of the 3 atoms listed first:
C 0.9094 -1.8936 -1.1076
C 0.8533 1.9135 0.3374
C -0.3993 -2.1703 0.3106

Löwdin atomic charge list, values in e, 5 entries: number 1, C, carries -0.0907; number 2, C, carries -0.2318; number 3, C, carries -0.0249; number 4, C, carries 0.0025; number 5, C, carries -0.2352

---

Computed, not measured: a structure of composition C7H8N2NiO4S, with the ωB97M-V functional and the def2-TZVPD basis.

Summary:
multiplicity = 3
orbital gap (alpha / beta) = 0.311 / 0.216 Eh
net charge = +2
⟨S²⟩ = 2.0260

Positions of all 23 atoms, in Å:
Ni 2.706 -0.639 0.371
C 3.903 -0.866 1.848
O 4.988 -1.119 2.177
C 3.540 -0.892 -1.266
O 3.485 -0.928 -2.443
C 2.277 1.053 -0.370
O 2.419 2.214 -0.389
C 1.584 -2.039 -0.257
O 1.183 -3.106 -0.208
H -0.990 0.104 -2.751
H -0.546 -0.014 -3.375
S 0.833 -0.171 1.451
C -0.743 0.204 0.838
N -1.818 -0.644 0.820
C -3.048 -0.025 0.339
C -2.675 1.455 0.277
N -1.282 1.457 0.722
H -1.834 -1.687 0.962
H -3.923 -0.207 0.993
H -3.235 -0.450 -0.666
H -3.344 2.076 0.903
H -2.666 1.840 -0.760
H -0.815 2.382 0.784

Cartesian forces (eV/Å) of the 3 atoms listed first:
Ni -1.6094 0.3433 -0.0959
C 6.6513 -1.5785 1.9448
O -5.2491 1.2587 -0.9744

Löwdin atomic charge list, values in e, 5 entries: number 1, Ni, carries -0.0326; number 2, C, carries 0.0666; number 3, O, carries 0.2337; number 4, C, carries -0.0019; number 5, O, carries 0.2138

---

Computed, not measured: a structure of composition C7H8N2O, with the ωB97M-V functional and the def2-TZVPD basis.

Summary:
orbital gap = 0.356 Eh
net charge = 0

Positions of all 18 atoms, in Å:
N 0.857 -1.308 0.331
C -0.415 -0.623 0.437
C -1.095 -0.337 -0.910
C -0.251 0.508 -1.756
C 0.479 1.374 -2.203
C 1.417 2.371 -2.412
C 2.036 3.376 -2.701
C -1.335 -1.318 1.392
N -2.297 -1.237 2.110
H 1.153 -1.887 1.111
H 0.826 -2.039 -0.376
H -0.228 0.364 0.891
H -1.294 -1.292 -1.419
H -2.055 0.168 -0.736
H 2.472 4.250 -3.153
O 0.064 -0.795 3.256
H 0.822 -0.860 2.649
H -1.156 -0.714 3.488

Cartesian forces (eV/Å) of the 3 atoms listed first:
N 0.7519 -0.8910 -1.1507
C 0.6054 -0.3469 0.8601
C -0.1432 -0.7440 -0.5684

Löwdin atomic charge list, values in e, 5 entries: number 1, N, carries 0.0437; number 2, C, carries -0.4024; number 3, C, carries -0.1519; number 4, C, carries 0.0000; number 5, C, carries -0.0393

---

Computed, not measured: a structure of composition C7H8N2O, with the ωB97M-V functional and the def2-TZVPD basis.

Summary:
orbital gap = 0.374 Eh
net charge = 0

Positions of all 18 atoms, in Å:
N 2.260 0.110 -0.652
C 1.520 -0.002 0.457
C 0.054 -0.239 0.236
C -0.507 -1.465 -0.502
C -1.663 -0.495 -0.770
C -2.237 -0.033 0.574
C -1.475 1.251 0.477
C -0.928 0.160 1.345
N -0.704 0.695 -0.695
H 0.066 -1.684 -1.412
H -0.700 -2.374 0.080
H -2.322 -0.577 -1.641
H -3.189 -0.251 1.053
H -1.728 2.296 0.649
H -0.831 0.089 2.426
O 2.053 -0.272 1.540
H 1.977 0.780 -1.356
H 3.164 -0.412 -0.564

Cartesian forces (eV/Å) of the 3 atoms listed first:
N 1.4238 -0.3055 -0.6625
C 0.3770 -2.1792 2.0346
C -0.2145 1.0727 0.7601

Löwdin atomic charge list, values in e, 5 entries: number 1, N, carries 0.1573; number 2, C, carries -0.4753; number 3, C, carries -0.3198; number 4, C, carries -0.0199; number 5, C, carries -0.1925

---

Computed, not measured: the molecule C7H8N2O, with the ωB97M-V functional and the def2-TZVPD basis.

Summary:
structure (SMILES) = C/C(O)=N/C=C\C=C/C#N
orbital gap = 0.328 Eh
net charge = 0

Positions of all 18 atoms, in Å:
C -1.293 -0.915 -1.648
C -0.893 0.084 -0.552
O -0.851 1.382 -0.943
N -0.875 -0.466 0.630
C -0.274 0.118 1.803
C 0.919 0.606 1.877
C 1.613 0.752 0.557
C 1.494 -0.140 -0.436
C 1.308 -1.501 -0.133
N 1.204 -2.629 -0.007
H -1.159 -1.893 -1.279
H -0.533 -0.790 -2.587
H -2.291 -0.864 -1.914
H -0.768 2.002 -0.128
H -0.893 0.274 2.679
H 1.394 1.215 2.650
H 1.806 1.822 0.250
H 1.703 0.138 -1.438

Cartesian forces (eV/Å) of the 3 atoms listed first:
C 4.1545 1.5918 -1.6071
C -2.7080 -1.7973 1.4523
O 0.2716 0.8577 2.0983

Löwdin atomic charge list, values in e, 5 entries: number 1, C, carries 0.0023; number 2, C, carries -0.4844; number 3, O, carries 0.0595; number 4, N, carries 0.0849; number 5, C, carries -0.1354

---

Computed, not measured: the molecule C7H8N2O2, with the ωB97M-V functional and the def2-TZVPD basis.

Summary:
orbital gap = 0.290 Eh
net charge = 0

Positions of all 19 atoms, in Å:
C 0.903 1.942 0.123
C 2.049 0.994 0.156
C 1.711 -0.269 -0.082
C 2.153 -1.564 -0.402
C -2.824 -0.076 -0.340
C -2.276 -0.706 0.912
C -1.443 -0.645 -0.324
N -0.307 1.509 -0.054
N -0.388 0.318 -0.556
O 2.879 -2.198 0.270
O 3.309 1.527 0.214
H 0.985 3.084 0.179
H 1.668 -1.831 -1.410
H -3.605 -0.653 -0.831
H -2.846 0.944 -0.517
H -2.070 -0.208 1.728
H -2.648 -1.676 1.048
H -1.144 -1.427 -0.868
H 3.893 0.935 0.753

Cartesian forces (eV/Å) of the 3 atoms listed first:
C 0.5665 2.2068 0.3650
C -1.1554 0.5817 -0.8575
C -2.8587 1.6312 0.2393

Löwdin atomic charge list, values in e, 5 entries: number 1, C, carries -0.0718; number 2, C, carries -0.3080; number 3, C, carries 0.1024; number 4, C, carries -0.3574; number 5, C, carries -0.0710

---

Computed, not measured: the molecule C7H8N2O2, with the ωB97M-V functional and the def2-TZVPD basis.

Summary:
structure (SMILES) = O=C(NCO)c1cccnc1
orbital gap = 0.337 Eh
net charge = 0

Positions of all 19 atoms, in Å:
O -2.595 -0.031 0.622
C -1.424 0.393 0.544
N -0.798 1.271 1.507
C 0.216 0.924 2.472
O 1.383 0.439 2.047
C -0.465 -0.028 -0.499
C -0.838 -1.146 -1.359
C 0.044 -1.580 -2.239
C 1.219 -0.897 -2.537
N 1.525 0.169 -1.796
C 0.731 0.524 -0.844
H -0.889 2.137 1.525
H -0.223 0.154 3.181
H 0.288 1.819 2.958
H 1.073 -0.441 1.852
H -2.004 -1.633 -1.181
H -0.359 -2.320 -2.862
H 1.912 -1.260 -3.179
H 1.202 1.507 -0.212

Cartesian forces (eV/Å) of the 3 atoms listed first:
O 3.1659 1.4815 -0.2635
C -1.2251 -0.1063 1.2310
N 0.3933 -9.3858 -0.6691

Löwdin atomic charge list, values in e, 5 entries: number 1, O, carries 0.0784; number 2, C, carries -0.3307; number 3, N, carries 0.0759; number 4, C, carries -0.3285; number 5, O, carries 0.0028

---

Computed, not measured: the molecule C7H8N2O2, with the ωB97M-V functional and the def2-TZVPD basis.

Summary:
structure (SMILES) = Cc1cc([N+](=O)[O-])ccc1N
orbital gap = 0.327 Eh
net charge = 0

Positions of all 19 atoms, in Å:
C 2.381 1.878 -0.140
C 1.302 0.767 0.009
C -0.080 1.033 0.056
C -0.993 -0.090 0.107
N -2.421 0.143 -0.007
O -2.774 1.337 0.097
O -3.129 -0.843 -0.085
C -0.559 -1.394 0.019
C 0.826 -1.602 -0.115
C 1.722 -0.580 0.042
N 3.189 -0.945 -0.027
H 1.894 2.920 -0.356
H 3.080 1.576 -0.934
H 2.840 2.167 0.804
H -0.456 1.994 -0.177
H -1.103 -2.330 -0.154
H 1.131 -2.724 -0.241
H 3.601 -0.231 0.736
H 3.266 -1.782 0.594

Cartesian forces (eV/Å) of the 3 atoms listed first:
C -2.1823 1.3595 -0.2668
C -0.0567 0.8116 0.3355
C 0.3952 -2.8116 -0.4730

Löwdin atomic charge list, values in e, 5 entries: number 1, C, carries -0.0516; number 2, C, carries -0.1995; number 3, C, carries 0.0644; number 4, C, carries -0.1457; number 5, N, carries -0.3456

---

Computed, not measured: the molecule C7H8N2O3, with the ωB97M-V functional and the def2-TZVPD basis.

Summary:
structure (SMILES) = N/C=[N+](\[O-])O[C@H]1C=CC=CC1=O
orbital gap = 0.291 Eh
net charge = 0

Positions of all 20 atoms, in Å:
N 3.590 -0.233 -0.749
C 2.562 -0.195 0.125
N 1.504 0.521 0.078
O 0.950 1.111 -0.863
O 0.743 0.455 1.385
C -0.637 0.113 1.194
C -1.392 1.197 0.575
C -2.500 1.057 -0.181
C -2.718 -0.204 -0.827
C -1.982 -1.303 -0.449
C -0.799 -1.217 0.364
O 0.128 -2.006 0.298
H 3.466 0.592 -1.369
H 4.496 -0.296 -0.355
H 2.728 -0.859 0.900
H -0.901 -0.272 2.143
H -1.116 2.266 0.789
H -2.917 1.894 -0.484
H -3.392 -0.351 -1.667
H -1.814 -2.269 -0.908

Cartesian forces (eV/Å) of the 3 atoms listed first:
N -1.4314 2.2079 -2.7959
C 0.4795 -0.2348 0.8455
N -1.2335 -0.7296 1.1780

Löwdin atomic charge list, values in e, 5 entries: number 1, N, carries 0.1204; number 2, C, carries -0.1692; number 3, N, carries -0.2285; number 4, O, carries -0.0128; number 5, O, carries -0.0180

---

Computed, not measured: a cluster of 2 separate species, C7H8N2O3 in total, with the ωB97M-V functional and the def2-TZVPD basis.

Summary:
orbital gap = 0.301 Eh
net charge = 0

Positions of all 20 atoms, in Å:
C -0.973 2.397 1.409
C -1.845 1.361 1.100
C 0.418 2.259 1.084
C -1.463 0.318 0.326
C 0.820 1.113 0.238
C -0.208 0.254 -0.080
C 0.485 -1.508 -1.213
N 1.535 -1.054 -1.972
N 0.770 -1.940 0.103
O 1.891 -1.739 0.587
O -0.161 -2.512 0.673
O -0.688 -2.004 -1.717
H -1.296 3.206 1.968
H -2.891 1.312 1.393
H 1.150 2.910 1.469
H -2.151 -0.412 -0.004
H 1.827 0.814 0.157
H 1.455 -1.139 -2.988
H 2.466 -1.262 -1.695
H -1.139 -2.375 -0.837

Cartesian forces (eV/Å) of the 3 atoms listed first:
C 2.4850 -1.9475 -0.9144
C -1.1826 1.1408 0.4133
C -1.8130 -2.7973 -1.9778

Löwdin atomic charge list, values in e, 5 entries: number 1, C, carries -0.0657; number 2, C, carries -0.0890; number 3, C, carries -0.0132; number 4, C, carries -0.1155; number 5, C, carries -0.0333